# C5H8N2

The molecule C5H8N2 (ωB97M-V with the def2-TZVPD basis set, the OMol25 dataset).

Values from the calculation:
HOMO-LUMO gap ... 0.3820 Eh
Structure (SMILES) ... C[C@H]1[C@@H](C#N)N1C
LUMO ... 0.9 eV
Energy above the lowest of the compared OMol25 structures with the same formula, charge and spin ... 39.6 kcal/mol
HOMO level ... -0.349 Ha

Each line ends with the Mulliken charge.
Cartesian coordinates (Å):
C (0.426, 0.968, 1.267)  -1.40
C (0.130, 1.058, -0.210)  0.15
C (0.664, 0.035, -1.168)  -0.03
C (1.417, -1.095, -0.652)  0.11
N (2.009, -2.020, -0.286)  -0.46
N (-0.762, 0.159, -0.905)  -0.24
C (-1.478, -0.891, -0.190)  -0.73
H (0.446, -0.060, 1.638)  0.39
H (1.413, 1.402, 1.453)  0.34
H (-0.313, 1.525, 1.854)  0.33
H (0.090, 2.078, -0.590)  0.34
H (0.981, 0.326, -2.169)  0.35
H (-1.285, -0.892, 0.888)  0.28
H (-1.191, -1.871, -0.585)  0.29
H (-2.547, -0.722, -0.343)  0.27


# C4H5BrNO6S2

The ion C4H5BrNO6S2 with charge -1 (ωB97M-V with the def2-TZVPD basis set, the OMol25 dataset).

Values from the calculation:
HOMO-LUMO gap ... 0.2857 Eh
Structure (SMILES) ... O=CCS(=O)(=O)N=[S@@](=O)([O-])CC(=O)Br
LUMO ... 1.8 eV
Charge ... -1
HOMO level ... -0.219 Ha

Each line ends with the Mulliken charge.
Cartesian coordinates (Å):
O (-2.197, 0.857, -3.231)  -0.53
C (-1.126, 0.723, -2.402)  0.25
C (-0.134, -0.585, -2.563)  -0.56
S (-0.358, -1.906, -1.255)  1.03
O (-1.861, -2.372, -1.119)  -0.62
O (0.393, -3.184, -1.790)  -0.69
N (0.363, -1.547, 0.295)  -0.48
S (-0.021, 0.058, 0.862)  1.04
O (0.917, 1.046, 0.109)  -0.63
O (-1.533, 0.432, 0.776)  -0.60
C (0.430, 0.266, 2.707)  -0.56
C (1.288, 1.683, 2.919)  0.42
O (0.587, 2.826, 2.862)  -0.47
Br (3.300, 1.703, 3.209)  -0.16
H (-1.014, 1.555, -1.573)  0.28
H (-0.436, -1.084, -3.605)  0.30
H (0.963, -0.199, -2.705)  0.35
H (-0.545, 0.403, 3.381)  0.28
H (0.986, -0.676, 3.122)  0.35


# C5H11Cl2N

A cluster of 2 separate species, C5H11Cl2N in total (ωB97M-V with the def2-TZVPD basis set, the OMol25 dataset).

Values from the calculation:
HOMO-LUMO gap (alpha / beta) ... 0.2826 / 0.2735 Eh
LUMO (alpha / beta) ... 0.7 / 0.7 eV
Energy above the lowest of the compared OMol25 structures with the same formula, charge and spin ... 95.1 kcal/mol
HOMO level (alpha / beta) ... -0.257 / -0.248 Ha

Each line ends with the Mulliken charge.
Cartesian coordinates (Å):
C (-2.644, 1.578, -0.934)  -1.01
C (1.550, -0.945, 0.455)  -0.98
C (0.910, -1.461, -1.955)  -0.84
C (-1.760, 0.980, 0.018)  -0.06
C (0.497, 0.732, -0.994)  -0.21
N (0.910, -0.549, -0.756)  0.25
Cl (-2.347, -0.489, 0.613)  -0.23
Cl (1.328, 1.996, -0.127)  -0.17
H (-2.380, 2.710, -1.044)  0.22
H (-2.523, 1.066, -1.941)  0.25
H (-3.674, 1.621, -0.598)  0.38
H (1.318, -0.223, 1.289)  0.34
H (1.067, -1.925, 0.756)  0.35
H (2.754, -1.042, 0.345)  0.24
H (1.874, -1.431, -2.445)  0.32
H (0.722, -2.428, -1.400)  0.25
H (0.216, -1.106, -2.650)  0.32
H (-1.540, 1.555, 0.910)  0.33
H (0.110, 0.913, -2.123)  0.27


# C59H136N12O10

A cluster of 10 separate species, C59H136N12O10 in total (ωB97M-V with the def2-TZVPD basis set, the OMol25 dataset).

Values from the calculation:
HOMO-LUMO gap ... 0.3150 Eh
Structure (SMILES) ... CC1(C)CCCC(C)(C)N1O.CC1(C)CCCC(C)(C)N1O.CC1(C)CCCC(C)(C)N1O.CC1(C)CCCC(C)(C)N1O.CC1(C)CCCC(C)(C)N1O.COC[C@H](C)N.COC[C@H](C)N.COC[C@H](C)N.NC(N)=O.NC(N)=O
LUMO ... 0.2 eV
Energy above the lowest of the compared OMol25 structures with the same formula, charge and spin ... 0.0 kcal/mol
HOMO level ... -0.306 Ha

Each line ends with the Mulliken charge.
Cartesian coordinates (Å):
C (-4.216, 4.398, 1.317)  -2.82
C (-5.136, 5.491, 1.756)  2.47
C (-6.531, 5.423, 1.136)  -1.79
C (-5.183, 5.720, 3.257)  -1.28
C (-5.815, 7.079, 3.679)  -0.77
C (-4.925, 8.243, 3.068)  -1.08
C (-4.806, 8.062, 1.543)  1.48
C (-6.011, 8.599, 0.786)  -1.70
C (-3.675, 9.030, 1.036)  -2.05
N (-4.403, 6.728, 1.192)  0.16
O (-4.345, 6.691, -0.240)  -0.47
H (-4.336, 4.121, 0.320)  0.62
H (-3.177, 4.681, 1.530)  0.48
H (-4.305, 3.458, 1.890)  0.47
H (-7.334, 5.898, 1.667)  0.36
H (-6.587, 5.798, 0.128)  0.37
H (-6.821, 4.374, 1.074)  0.44
H (-5.601, 4.793, 3.679)  0.43
H (-4.098, 5.707, 3.562)  0.35
H (-6.854, 7.132, 3.377)  0.34
H (-5.873, 7.124, 4.773)  0.40
H (-3.952, 8.111, 3.554)  0.37
H (-5.422, 9.153, 3.378)  0.41
H (-5.905, 9.710, 0.743)  0.49
H (-6.995, 8.332, 1.237)  0.27
H (-6.010, 8.217, -0.246)  0.33
H (-2.733, 8.604, 1.349)  0.50
H (-3.690, 10.033, 1.435)  0.43
H (-3.568, 9.022, -0.032)  0.44
H (-3.422, 6.444, -0.387)  0.34
C (-4.022, -2.697, 1.223)  -1.76
C (-5.506, -3.263, 1.219)  1.67
C (-5.605, -4.426, 2.218)  -1.82
C (-6.477, -2.114, 1.473)  -1.12
C (-7.899, -2.541, 1.267)  -0.84
C (-8.089, -3.163, -0.144)  -1.15
C (-7.027, -4.174, -0.528)  1.36
C (-7.387, -5.580, 0.041)  -1.89
C (-6.969, -4.398, -2.018)  -1.70
N (-5.711, -3.667, -0.168)  0.91
O (-4.827, -4.742, -0.447)  -0.56
H (-3.783, -2.172, 2.144)  0.68
H (-3.385, -3.605, 1.157)  0.31
H (-3.924, -2.074, 0.323)  -0.18
H (-6.635, -4.723, 2.375)  0.36
H (-5.041, -5.303, 1.912)  0.30
H (-5.195, -4.124, 3.193)  0.45
H (-6.388, -1.717, 2.496)  0.41
H (-6.195, -1.270, 0.845)  0.36
H (-8.151, -3.244, 2.070)  0.31
H (-8.618, -1.737, 1.424)  0.48
H (-8.089, -2.401, -0.917)  0.35
H (-8.978, -3.759, -0.335)  0.42
H (-7.870, -5.712, 1.012)  0.41
H (-6.571, -6.288, 0.034)  0.30
H (-8.154, -6.011, -0.576)  0.59
H (-6.687, -3.415, -2.410)  0.17
H (-7.908, -4.793, -2.454)  0.52
H (-6.194, -5.098, -2.321)  0.37
H (-4.227, -4.268, -1.041)  0.57
C (1.051, -2.173, 4.013)  -1.52
C (2.245, -1.566, 4.761)  2.14
C (3.207, -2.714, 4.894)  -1.81
C (2.937, -0.410, 3.981)  -1.83
C (2.051, 0.910, 3.929)  1.62
C (1.756, 1.281, 5.405)  -1.87
C (1.118, 0.174, 6.281)  2.09
C (1.318, 0.620, 7.733)  -2.04
C (-0.323, -0.005, 6.044)  -1.93
N (1.949, -1.001, 6.143)  0.01
O (1.349, -2.077, 6.918)  -0.51
H (1.321, -2.609, 3.047)  0.14
H (0.477, -2.906, 4.588)  0.49
H (0.325, -1.404, 3.708)  0.14
H (3.480, -3.104, 3.907)  0.25
H (4.128, -2.364, 5.387)  0.40
H (2.755, -3.539, 5.438)  0.43
H (3.909, -0.162, 4.420)  0.54
H (3.098, -0.779, 2.975)  0.47
H (2.626, 1.678, 3.397)  0.03
H (1.123, 0.734, 3.313)  -0.72
H (1.157, 2.222, 5.309)  0.48
H (2.680, 1.548, 5.883)  0.38
H (0.899, 1.597, 7.987)  0.36
H (2.390, 0.788, 7.860)  0.46
H (0.918, -0.114, 8.447)  0.37
H (-0.800, 0.958, 6.310)  0.45
H (-0.805, -0.734, 6.690)  0.57
H (-0.638, -0.183, 5.024)  0.21
H (0.426, -2.166, 6.686)  0.36
C (4.087, -4.405, -4.543)  -2.34
C (4.854, -3.166, -4.063)  2.45
C (4.201, -1.926, -4.579)  -1.09
C (4.952, -3.173, -2.527)  -0.78
C (5.931, -2.091, -2.050)  0.74
C (7.302, -2.356, -2.722)  -1.88
C (7.254, -2.523, -4.220)  2.21
C (7.069, -1.161, -4.960)  -1.70
C (8.580, -3.037, -4.735)  -2.12
N (6.226, -3.454, -4.589)  -0.18
O (6.150, -3.400, -6.006)  -0.49
H (3.890, -4.424, -5.598)  0.51
H (4.515, -5.384, -4.370)  0.45
H (3.086, -4.516, -4.109)  0.31
H (4.533, -1.049, -4.034)  0.22
H (4.204, -1.797, -5.670)  0.26
H (3.119, -2.022, -4.392)  0.02
H (3.949, -2.954, -2.139)  -0.43
H (5.276, -4.187, -2.196)  0.43
H (5.523, -1.070, -2.198)  -0.91
H (6.079, -2.189, -0.978)  0.61
H (7.620, -3.309, -2.314)  0.48
H (7.995, -1.620, -2.330)  0.33
H (6.511, -0.366, -4.443)  0.21
H (6.711, -1.333, -5.985)  0.31
H (8.103, -0.740, -5.047)  0.51
H (9.439, -2.679, -4.151)  0.42
H (8.787, -2.856, -5.757)  0.43
H (8.680, -4.117, -4.590)  0.49
H (6.478, -4.287, -6.278)  0.37
C (-3.465, -1.230, -2.328)  -0.96
C (-2.930, -2.091, -3.453)  2.54
C (-4.265, -2.682, -3.942)  -1.92
C (-2.227, -1.246, -4.515)  -1.29
C (-1.310, -2.009, -5.543)  -1.26
C (-0.443, -2.992, -4.705)  -0.76
C (-1.251, -3.955, -3.841)  1.88
C (-2.203, -4.853, -4.662)  -1.84
C (-0.385, -4.869, -3.087)  -1.85
N (-2.036, -3.122, -2.872)  1.01
O (-2.722, -4.016, -2.057)  -0.89
H (-2.634, -0.794, -1.783)  -0.20
H (-4.130, -0.402, -2.681)  0.60
H (-4.129, -1.766, -1.625)  -0.31
H (-4.256, -3.012, -5.006)  0.24
H (-4.424, -3.630, -3.475)  0.21
H (-5.116, -2.038, -3.705)  0.61
H (-2.929, -0.651, -5.034)  0.48
H (-1.637, -0.527, -3.985)  -0.02
H (-1.781, -2.588, -6.312)  0.47
H (-0.689, -1.247, -5.997)  0.56
H (0.143, -2.370, -3.999)  -0.29
H (0.233, -3.638, -5.292)  0.53
H (-1.586, -5.691, -5.014)  0.52
H (-2.666, -4.346, -5.516)  0.31
H (-2.939, -5.334, -3.979)  0.21
H (0.291, -4.296, -2.466)  0.11
H (0.292, -5.398, -3.739)  0.50
H (-0.984, -5.558, -2.518)  0.34
H (-2.430, -3.748, -1.166)  0.26
C (8.423, 1.512, -0.979)  -0.66
O (7.802, 0.805, 0.046)  -0.38
C (6.696, 1.574, 0.638)  -0.79
C (5.410, 0.933, 0.149)  0.93
C (5.145, 1.317, -1.280)  -0.82
N (4.220, 1.402, 1.006)  -0.07
H (7.776, 1.783, -1.834)  0.26
H (9.253, 0.847, -1.321)  0.24
H (8.886, 2.425, -0.592)  0.37
H (6.723, 1.281, 1.690)  0.36
H (6.749, 2.633, 0.422)  0.39
H (5.444, -0.142, 0.272)  0.12
H (5.880, 0.967, -2.013)  -0.04
H (5.160, 2.405, -1.457)  0.33
H (4.161, 1.002, -1.636)  0.08
H (3.392, 0.970, 0.590)  -0.21
H (4.367, 1.020, 1.899)  -0.02
C (4.263, 7.551, 0.489)  -0.64
O (2.872, 7.059, 0.607)  -0.39
C (2.767, 5.648, 0.315)  -0.22
C (2.098, 5.020, 1.498)  0.27
C (2.776, 5.126, 2.929)  -1.27
N (1.714, 3.669, 1.126)  0.24
H (4.397, 8.503, 1.055)  0.23
H (4.575, 7.757, -0.565)  0.28
H (4.896, 6.742, 0.899)  0.31
H (2.076, 5.408, -0.538)  -0.10
H (3.787, 5.279, 0.081)  0.34
H (1.176, 5.589, 1.595)  0.30
H (1.984, 5.065, 3.679)  0.30
H (3.300, 6.101, 3.052)  0.40
H (3.403, 4.238, 3.122)  0.19
H (1.463, 3.161, 1.972)  -0.35
H (2.573, 3.208, 0.857)  0.04
C (-1.074, 1.708, 1.561)  -0.63
O (-0.474, 1.136, 0.390)  0.58
C (-0.066, -0.238, 0.476)  -0.47
C (0.462, -0.640, -0.894)  0.45
C (0.819, -2.129, -0.740)  -0.54
N (1.581, 0.220, -1.263)  0.17
H (-1.634, 0.923, 2.163)  0.29
H (-1.692, 2.550, 1.286)  0.17
H (-0.309, 2.118, 2.207)  -0.09
H (0.738, -0.419, 1.234)  -0.58
H (-0.884, -0.924, 0.758)  0.17
H (-0.426, -0.572, -1.577)  -0.74
H (-0.083, -2.712, -0.461)  0.15
H (1.684, -2.178, -0.021)  0.66
H (1.140, -2.470, -1.733)  -0.41
H (1.771, 0.008, -2.212)  0.41
H (1.306, 1.185, -1.222)  0.30
N (3.739, -6.312, 2.008)  -0.65
C (3.457, -5.126, 1.334)  0.52
N (2.860, -5.208, 0.148)  -0.20
O (3.689, -4.057, 1.893)  -0.59
H (4.094, -6.010, 2.926)  0.34
H (4.522, -6.765, 1.459)  0.28
H (2.717, -4.340, -0.361)  0.06
H (2.389, -6.013, -0.197)  0.18
N (-0.416, 3.841, -1.308)  0.00
C (-1.060, 3.322, -2.348)  0.25
N (-1.164, 1.865, -2.406)  0.09
O (-1.541, 3.870, -3.311)  -0.71
H (-0.032, 3.288, -0.574)  0.14
H (-0.030, 4.752, -1.504)  0.18
H (-1.763, 1.602, -3.179)  0.20
H (-1.314, 1.357, -1.550)  -0.03


# C3H3NO

A cluster of 2 separate species, C3H3NO in total (ωB97M-V with the def2-TZVPD basis set, the OMol25 dataset).

Values from the calculation:
HOMO-LUMO gap ... 0.4596 Eh
LUMO ... 0.7 eV
Energy above the lowest of the compared OMol25 structures with the same formula, charge and spin ... 12.4 kcal/mol
HOMO level ... -0.434 Ha

Each line ends with the Mulliken charge.
Cartesian coordinates (Å):
C (0.202, -0.164, -0.721)  0.29
C (1.884, -0.713, 2.686)  0.10
C (-1.130, 0.143, -1.073)  -0.67
N (1.239, -0.418, -0.360)  -0.33
O (2.203, 0.328, 2.926)  -0.11
H (-0.847, 0.846, -1.912)  0.22
H (-1.751, 0.628, -0.184)  0.23
H (-1.800, -0.650, -1.363)  0.28


# C4H8O2

A cluster of 3 separate species, C4H8O2 in total (ωB97M-V with the def2-TZVPD basis set, the OMol25 dataset).

Values from the calculation:
HOMO-LUMO gap ... 0.3643 Eh
Structure (SMILES) ... C=C.C=O.C=O
LUMO ... 0.4 eV
Energy above the lowest of the compared OMol25 structures with the same formula, charge and spin ... 84.4 kcal/mol
HOMO level ... -0.348 Ha

Each line ends with the Mulliken charge.
Cartesian coordinates (Å):
C (-0.888, 0.875, 1.053)  -0.53
C (0.050, 0.062, 1.525)  -0.67
H (-1.925, 0.558, 0.999)  0.31
H (-0.657, 1.879, 0.705)  0.32
H (1.079, 0.389, 1.634)  0.33
H (-0.175, -0.967, 1.797)  0.30
C (-1.131, 0.028, -1.407)  -0.26
O (-1.015, -1.175, -1.379)  -0.50
H (-2.119, 0.503, -1.276)  0.37
H (-0.278, 0.711, -1.568)  0.31
C (1.760, -0.725, -0.515)  -0.11
O (2.003, 0.391, -0.917)  -0.42
H (0.751, -1.158, -0.573)  0.27
H (2.545, -1.371, -0.076)  0.28